{"formula": "C56H148N12O16", "method": "the ωB97M-V functional and the def2-TZVPD basis", "elements": ["C", "O", "C", "C", "N", "C", "C", "O", "C", "H", "H", "H", "H", "H", "H", "H", "H", "H", "H", "H", "H", "H", "H", "H", "C", "O", "C", "C", "N", "C", "C", "O", "C", "H", "H", "H", "H", "H", "H", "H", "H", "H", "H", "H", "H", "H", "H", "H", "C", "O", "C", "C", "N", "C", "C", "O", "C", "H", "H", "H", "H", "H", "H", "H", "H", "H", "H", "H", "H", "H", "H", "H", "C", "O", "C", "C", "N", "C", "C", "O", "C", "H", "H", "H", "H", "H", "H", "H", "H", "H", "H", "H", "H", "H", "H", "H", "C", "C", "C", "O", "C", "N", "H", "H", "H", "H", "H", "H", "H", "H", "H", "H", "H", "C", "C", "C", "O", "C", "N", "H", "H", "H", "H", "H", "H", "H", "H", "H", "H", "H", "C", "C", "C", "O", "C", "N", "H", "H", "H", "H", "H", "H", "H", "H", "H", "H", "H", "C", "C", "C", "O", "C", "N", "H", "H", "H", "H", "H", "H", "H", "H", "H", "H", "H", "C", "C", "C", "O", "C", "N", "H", "H", "H", "H", "H", "H", "H", "H", "H", "H", "H", "C", "C", "C", "O", "C", "N", "H", "H", "H", "H", "H", "H", "H", "H", "H", "H", "H", "C", "C", "C", "O", "C", "N", "H", "H", "H", "H", "H", "H", "H", "H", "H", "H", "H", "C", "C", "C", "O", "C", "N", "H", "H", "H", "H", "H", "H", "H", "H", "H", "H", "H"], "positions_angstrom": [[-6.253, 1.286, -0.406], [-6.409, 0.947, -1.776], [-7.785, 0.622, -2.219], [-7.780, -0.155, -3.590], [-6.742, 0.436, -4.408], [-6.504, -0.300, -5.692], [-5.288, 0.254, -6.515], [-4.191, 0.778, -5.831], [-3.448, -0.130, -4.974], [-6.678, 0.704, 0.412], [-6.722, 2.246, -0.190], [-5.238, 1.417, -0.031], [-8.291, 1.581, -2.111], [-8.278, -0.030, -1.497], [-8.713, -0.145, -4.153], [-7.529, -1.210, -3.483], [-5.858, 0.707, -4.002], [-7.331, -0.222, -6.397], [-6.277, -1.332, -5.423], [-5.589, 1.032, -7.217], [-4.889, -0.612, -7.043], [-2.686, 0.492, -4.504], [-3.047, -1.010, -5.478], [-4.081, -0.473, -4.155], [5.566, 1.962, 2.553], [5.919, 0.977, 1.647], [6.021, 1.190, 0.198], [6.260, -0.157, -0.524], [6.299, 0.009, -2.014], [6.194, -1.272, -2.639], [7.154, -2.413, -2.343], [6.862, -3.524, -3.113], [7.931, -3.976, -3.918], [5.805, 1.539, 3.529], [4.544, 2.324, 2.447], [6.112, 2.903, 2.623], [6.838, 1.840, -0.114], [5.067, 1.514, -0.217], [5.410, -0.723, -0.142], [7.142, -0.706, -0.193], [5.425, 0.473, -2.215], [6.049, -1.172, -3.715], [5.221, -1.624, -2.298], [7.015, -2.727, -1.309], [8.136, -1.992, -2.560], [7.587, -4.847, -4.475], [8.601, -4.341, -3.140], [8.487, -3.240, -4.498], [-2.088, -0.660, -1.499], [-1.974, -1.981, -1.016], [-0.927, -2.190, -0.007], [0.432, -2.308, -0.685], [1.404, -1.252, -0.790], [1.583, -0.550, 0.447], [0.716, 0.741, 0.606], [1.176, 1.654, -0.374], [1.012, 2.991, 0.005], [-3.078, -0.478, -1.916], [-1.252, -0.423, -2.158], [-2.088, 0.078, -0.696], [-1.155, -3.155, 0.447], [-0.987, -1.533, 0.861], [0.294, -2.658, -1.708], [0.968, -3.083, -0.138], [1.465, -0.661, -1.607], [2.615, -0.200, 0.446], [1.621, -1.275, 1.260], [0.632, 1.186, 1.598], [-0.273, 0.698, 0.150], [1.620, 3.301, 0.855], [-0.015, 3.344, 0.094], [1.447, 3.410, -0.903], [-3.194, 5.983, 6.164], [-4.346, 5.791, 5.319], [-3.863, 5.803, 3.979], [-4.946, 5.670, 2.919], [-4.388, 5.445, 1.580], [-3.851, 4.065, 1.360], [-3.301, 3.880, -0.085], [-4.283, 3.723, -0.970], [-3.755, 3.294, -2.279], [-2.897, 7.021, 6.014], [-2.415, 5.239, 5.997], [-3.676, 5.781, 7.121], [-3.023, 5.113, 3.900], [-3.362, 6.719, 3.665], [-5.428, 6.648, 2.940], [-5.712, 4.965, 3.242], [-4.866, 5.855, 0.790], [-4.645, 3.336, 1.522], [-3.085, 3.758, 2.071], [-2.514, 3.134, 0.021], [-2.701, 4.766, -0.295], [-4.546, 2.709, -2.748], [-2.937, 2.605, -2.068], [-3.530, 4.246, -2.759], [3.950, 8.697, 2.805], [3.680, 8.240, 4.247], [4.142, 6.767, 4.306], [3.372, 5.931, 3.397], [2.268, 5.395, 4.031], [4.472, 9.025, 5.135], [3.962, 9.782, 2.700], [3.219, 8.263, 2.123], [4.954, 8.351, 2.559], [2.639, 8.342, 4.553], [3.961, 6.557, 5.361], [5.210, 6.584, 4.186], [2.522, 4.712, 4.841], [1.714, 4.701, 3.398], [1.606, 6.170, 4.418], [4.227, 8.637, 6.035], [4.017, 9.920, 5.248], [-7.601, -3.824, 0.321], [-7.213, -4.349, -1.104], [-5.771, -4.095, -1.387], [-5.226, -4.684, -2.585], [-3.871, -4.256, -3.044], [-7.339, -5.805, -1.121], [-6.990, -4.262, 1.111], [-8.653, -4.022, 0.526], [-7.439, -2.746, 0.343], [-7.786, -3.880, -1.903], [-5.198, -4.475, -0.541], [-5.583, -3.025, -1.476], [-3.851, -3.211, -2.733], [-3.835, -4.514, -4.102], [-3.108, -4.851, -2.544], [-6.895, -6.016, -2.003], [-8.285, -6.111, -1.302], [0.776, 1.402, -4.164], [1.842, 0.393, -3.708], [2.734, 0.038, -4.869], [3.712, 1.069, -5.252], [4.278, 0.968, -6.564], [2.688, 0.998, -2.733], [1.096, 2.398, -4.468], [0.259, 1.620, -3.229], [0.080, 0.990, -4.894], [1.501, -0.589, -3.379], [2.126, -0.041, -5.770], [3.304, -0.865, -4.653], [4.862, 1.877, -6.705], [3.576, 0.770, -7.374], [4.952, 0.126, -6.408], [2.254, 1.200, -1.843], [3.192, 1.837, -2.981], [-4.015, -5.279, 1.901], [-3.508, -6.646, 2.460], [-2.017, -6.889, 2.389], [-1.584, -7.564, 1.210], [-1.785, -6.740, 0.057], [-3.921, -6.742, 3.885], [-4.400, -4.557, 2.621], [-4.759, -5.516, 1.141], [-3.322, -4.663, 1.329], [-3.973, -7.387, 1.809], [-1.750, -7.545, 3.217], [-1.559, -5.905, 2.494], [-2.839, -6.641, -0.205], [-1.196, -7.212, -0.729], [-1.342, -5.768, 0.275], [-3.287, -6.482, 4.627], [-4.573, -5.986, 4.040], [4.166, -3.714, 5.606], [3.191, -3.054, 6.516], [1.713, -2.822, 6.126], [1.517, -2.468, 4.791], [1.119, -3.534, 3.906], [3.439, -3.817, 7.729], [4.259, -3.181, 4.659], [3.798, -4.694, 5.303], [5.188, -3.666, 5.982], [3.521, -2.056, 6.802], [1.238, -2.009, 6.677], [1.120, -3.708, 6.352], [1.374, -4.548, 4.216], [1.579, -3.277, 2.953], [0.033, -3.478, 3.825], [4.404, -3.815, 8.028], [3.077, -3.326, 8.534], [-3.921, -1.808, 2.279], [-4.443, -1.999, 3.679], [-4.124, -0.775, 4.716], [-2.801, -0.697, 5.250], [-2.047, -1.920, 5.548], [-5.884, -2.163, 3.546], [-4.338, -0.844, 1.986], [-4.198, -2.396, 1.404], [-2.835, -1.722, 2.225], [-4.017, -2.917, 4.086], [-4.770, -0.779, 5.594], [-4.307, 0.218, 4.306], [-1.863, -2.585, 4.704], [-2.524, -2.357, 6.426], [-1.038, -1.553, 5.732], [-6.264, -2.560, 4.393], [-6.035, -2.769, 2.752], [3.910, 5.778, -0.195], [5.109, 6.531, -0.814], [6.382, 6.619, 0.048], [7.572, 6.992, -0.696], [8.848, 6.738, -0.071], [5.484, 5.890, -2.013], [4.358, 4.826, 0.089], [3.067, 5.698, -0.882], [3.583, 6.397, 0.640], [4.800, 7.543, -1.077], [6.676, 5.681, 0.520], [6.101, 7.167, 0.947], [8.971, 6.577, 1.000], [9.564, 7.475, -0.433], [9.178, 5.777, -0.467], [6.304, 6.249, -2.480], [5.857, 4.982, -1.776], [3.266, -4.363, -2.574], [2.816, -4.007, -4.059], [2.759, -5.110, -5.159], [2.472, -4.566, -6.463], [2.368, -5.688, -7.297], [1.489, -3.335, -4.104], [3.179, -3.469, -1.956], [4.336, -4.568, -2.534], [2.698, -5.158, -2.091], [3.487, -3.194, -4.338], [1.953, -5.813, -4.949], [3.724, -5.616, -5.148], [2.066, -5.148, -8.195], [1.472, -6.281, -7.117], [3.288, -6.272, -7.300], [1.631, -2.527, -3.516], [1.305, -3.071, -5.062]], "relative_energy_kcal_mol": 229.7, "homo_energy_ha": -0.30984, "total_charge": 0, "spin_multiplicity": 1, "e_tot_ha": -4082.6483, "smiles": "COC[C@H](C)N.COC[C@H](C)N.COC[C@H](C)N.COC[C@H](C)N.COC[C@H](C)N.COC[C@H](C)N.COC[C@H](C)N.COC[C@H](C)N.COCCNCCOC.COCCNCCOC.COCCNCCOC.COCCNCCOC"}